Computed, not measured: a structure of composition C12H41F3N16O11Ti in a non-equilibrium geometry, with wB97M-V/def2-TZVPD.

Geometry (Å):
O1 3.09866 -4.18319 -0.04622
H1 3.77192 -3.50288 0.14100
H2 3.48426 -5.07261 0.06013
H3 2.24839 -4.07863 0.45355
Ti1 -0.19536 -2.62276 2.34882
C1 0.91764 -1.03702 -0.05996
O2 -0.16067 -0.74037 0.88640
O3 1.54530 -2.06594 0.61370
C2 0.25857 -1.28550 -1.43326
F1 1.19078 -2.00099 -2.12754
F2 -0.79619 -2.10886 -1.37126
F3 -0.04842 -0.17570 -2.09694
C3 -0.72986 0.56764 0.98856
C4 -1.73340 0.57061 2.16347
H4 -2.60129 -0.01334 1.86067
H5 -1.30945 0.14126 3.07774
H6 -2.06578 1.55291 2.49733
H7 -1.29684 0.97949 0.14673
H8 0.04749 1.33365 1.03857
H9 1.54297 -0.13926 -0.11894
C5 -3.37369 4.66266 0.07724
O4 -3.16422 5.71112 0.67440
N1 -4.43317 4.44915 -0.76004
N2 -2.70815 3.51357 0.35509
H10 -4.61090 3.54760 -1.16703
H11 -5.02695 5.21951 -1.00813
H12 -1.89481 3.58167 0.94929
H13 -2.73830 2.65827 -0.18051
C6 2.73175 3.10217 -0.47528
O5 2.10467 2.32153 -1.22663
N3 2.67613 2.89150 0.86665
N4 3.46490 4.16760 -0.81244
H14 1.99047 2.14927 0.93741
H15 2.74285 3.68805 1.47457
H16 3.59376 4.27118 -1.80808
H17 3.83049 4.82836 -0.15678
C7 -3.29657 1.11395 -1.93257
O6 -3.90996 1.28885 -0.88958
N5 -2.62889 2.06101 -2.68169
N6 -2.88057 -0.13992 -2.28855
H18 -1.95352 1.72525 -3.34143
H19 -2.70123 3.04092 -2.46579
H20 -2.41852 -0.28193 -3.16562
H21 -3.04131 -0.84332 -1.58989
C8 -0.10948 -5.15747 0.58103
O7 0.41977 -4.69971 1.64052
N7 -0.68991 -6.34100 0.42055
N8 0.24207 -4.59589 -0.60550
H22 -0.59778 -7.00573 1.17449
H23 -0.88664 -6.72062 -0.49296
H24 0.04680 -5.07335 -1.47383
H25 0.54803 -3.63202 -0.52710
C9 -1.46018 -4.75669 -3.36416
O8 -1.45627 -5.72141 -2.58660
N9 -2.30780 -3.70258 -3.41831
N10 -0.50106 -4.65820 -4.31337
H26 -2.04384 -2.98787 -4.06402
H27 -2.98818 -3.65081 -2.67801
H28 0.15838 -5.42093 -4.31067
H29 -0.27620 -3.88179 -4.90684
C10 2.08078 -1.10206 4.43970
O9 0.95594 -1.59875 4.27626
N11 2.90276 -0.93152 3.36435
N12 2.54625 -0.65374 5.61368
H30 2.58882 -1.20192 2.44101
H31 3.86636 -0.74031 3.57559
H32 3.24312 0.05611 5.73849
H33 1.68336 -0.63459 6.15476
C11 1.22699 1.07000 -4.33943
O10 0.73812 0.23772 -5.12224
N13 2.31097 0.84667 -3.60461
N14 0.64752 2.27797 -4.09936
H34 2.58885 1.42548 -2.81632
H35 2.55795 -0.12757 -3.51990
H36 0.84829 2.79362 -3.26070
H37 -0.06679 2.40196 -4.80109
C12 -0.04106 3.70491 4.04649
O11 -0.72860 3.70694 3.05004
N15 0.39680 4.77476 4.79612
N16 0.42421 2.53153 4.62055
H38 1.19437 4.59713 5.37033
H39 -0.22463 5.56619 4.78473
H40 0.70071 2.42437 5.57802
H41 -0.06177 1.73470 4.23114

Atoms 1-3, force components in eV/Å:
O 0.7745 -0.6786 -0.3219
H -0.4861 0.4161 0.1806
H -0.1594 -0.0455 0.0232

Summary:
Charge: +1
ΔE to the lowest compared entry with this formula, charge and spin in kcal per mole: 0.0
E_tot in eV: -90739.796
Multiplicity: 4